(1)
Molecular formula: C10H10Cl2N3S2SeTi
Method: DFT, wB97M-V/def2-TZVPD

Summary:
Gap between HOMO and LUMO (spin up / spin down), eV: 7.556 / 6.489

```
! RIJCOSX wB97M-V def2-TZVPD def2/J DEFGRID3
* xyz 1 3
Ti 0.516 0.212 0.913
Cl 0.932 1.235 3.374
C 1.902 2.072 2.234
Cl 2.378 -1.015 1.219
H 2.921 1.726 2.150
H 1.596 3.083 2.015
C 2.119 1.778 -1.845
C 1.100 0.738 -2.149
N 0.476 0.036 -1.235
C -0.438 -0.849 -1.771
C -0.505 -0.816 -3.122
S 0.594 0.341 -3.729
C -1.171 -1.643 -0.788
C -2.057 -2.652 -0.943
S -2.569 -3.225 0.583
C -1.594 -2.078 1.376
N -0.919 -1.325 0.538
C -1.501 -1.953 2.857
H 2.829 1.391 -1.113
H 1.629 2.669 -1.444
H 2.665 2.073 -2.739
H -1.130 -1.396 -3.780
H -2.420 -3.094 -1.856
H -2.072 -2.730 3.359
H -1.888 -0.985 3.180
H -0.458 -2.040 3.166
Se -1.407 3.930 -1.129
C -0.938 2.693 -0.029
N -0.591 1.822 0.706
*
```

---

(2)
Molecular formula: C10H10Cl2N3S2SeTi
Method: DFT, wB97M-V/def2-TZVPD

Summary:
Gap between HOMO and LUMO (spin up / spin down), eV: 7.824 / 4.861

```
! RIJCOSX wB97M-V def2-TZVPD def2/J DEFGRID3
* xyz 1 3
Ti 0.135 0.182 0.016
Cl 1.306 0.768 2.077
C -0.319 0.151 2.169
Cl -0.658 2.227 -0.154
H -1.026 0.923 2.457
H -0.371 -0.764 2.747
C -3.087 -1.214 -0.042
C -2.289 -1.144 -1.295
N -1.114 -0.568 -1.379
C -0.566 -0.650 -2.646
C -1.348 -1.300 -3.540
S -2.800 -1.813 -2.789
C 0.740 -0.024 -2.808
C 1.435 0.259 -3.936
S 2.882 1.083 -3.539
C 2.485 1.030 -1.872
N 1.348 0.415 -1.646
C 3.324 1.656 -0.815
H -2.824 -0.379 0.605
H -2.891 -2.150 0.486
H -4.153 -1.168 -0.258
H -1.153 -1.504 -4.580
H 1.173 0.045 -4.959
H 3.996 2.397 -1.242
H 3.928 0.909 -0.296
H 2.678 2.151 -0.092
Se -0.419 -4.378 0.531
C 0.241 -2.790 0.436
N 0.660 -1.679 0.361
*
```

---

Computed relative energies in units of kJ/mol: (1) 0.0; (2) 85.5

---

(1)
Molecular formula: C2HN2O2
Method: DFT, wB97M-V/def2-TZVPD

Summary:
Gap between HOMO and LUMO (spin up / spin down), eV: 6.448 / 8.260

```
! RIJCOSX wB97M-V def2-TZVPD def2/J DEFGRID3
* xyz -1 1
C 0.227 -0.271 -0.272
C 1.182 0.805 -0.137
N 1.362 -0.154 -1.010
N -0.891 -0.785 -0.018
O -2.054 -0.039 1.818
O 1.506 1.893 0.261
H -1.332 -1.448 -0.643
*
```

---

(2)
Molecular formula: C2HN2O2
Method: DFT, wB97M-V/def2-TZVPD

Summary:
Gap between HOMO and LUMO, eV: 8.695

```
! RIJCOSX wB97M-V def2-TZVPD def2/J DEFGRID3
* xyz -1 1
C -1.084 0.502 -1.044
C -1.554 -1.603 0.867
N -0.543 -1.495 0.335
N -0.144 1.256 -1.003
O 1.053 1.569 -0.865
O -2.765 -1.541 1.309
H -1.756 -0.360 -0.956
*
```

---

Computed relative energies in units of kJ/mol: (1) 309.9; (2) 0.0

---

(1)
Molecular formula: C18H54O9
Method: DFT, wB97M-V/def2-TZVPD

Summary:
Gap between HOMO and LUMO (spin up / spin down), eV: 9.532 / 2.593

```
! RIJCOSX wB97M-V def2-TZVPD def2/J DEFGRID3
* xyz 1 2
C 48.140 -2.135 0.107
C 46.712 -2.143 0.576
O 46.578 -1.139 1.534
H 48.329 -2.794 -0.741
H 48.911 -2.414 0.824
H 48.457 -1.146 -0.223
H 46.509 -3.131 0.988
H 45.998 -1.895 -0.209
H 45.790 -1.308 2.056
C 42.786 -6.977 1.948
C 42.094 -8.262 2.334
O 41.568 -8.226 3.639
H 42.205 -6.057 1.892
H 43.220 -7.004 0.949
H 43.488 -6.736 2.746
H 42.831 -9.065 2.316
H 41.210 -8.502 1.744
H 41.116 -9.058 3.794
C 48.421 -6.724 2.508
C 47.154 -6.969 1.788
O 46.690 -8.229 2.222
H 49.158 -7.521 2.416
H 48.164 -6.568 3.555
H 48.856 -5.743 2.316
H 47.391 -6.968 0.724
H 46.463 -6.150 1.987
H 46.525 -8.162 3.166
C 45.034 -5.018 -1.231
C 43.705 -5.576 -1.788
O 43.861 -6.266 -2.981
H 45.408 -4.127 -1.734
H 45.792 -5.798 -1.155
H 44.879 -4.708 -0.198
H 42.908 -4.840 -1.891
H 43.387 -6.350 -1.089
H 42.993 -6.562 -3.263
C 39.945 -5.878 -0.413
C 38.564 -5.691 -1.097
O 37.534 -5.859 -0.186
H 40.039 -6.830 0.110
H 40.164 -5.081 0.297
H 40.706 -5.972 -1.188
H 38.443 -6.375 -1.937
H 38.493 -4.677 -1.488
H 37.373 -5.038 0.285
C 40.621 -4.850 -4.117
C 40.458 -6.289 -4.484
O 41.288 -7.039 -3.697
H 40.168 -4.620 -3.153
H 40.086 -4.206 -4.814
H 41.667 -4.560 -4.017
H 40.664 -6.407 -5.548
H 39.411 -6.589 -4.445
H 40.906 -7.919 -3.727
C 46.845 -6.810 -5.278
C 45.905 -5.668 -5.553
O 45.855 -4.857 -4.422
H 46.862 -7.508 -6.115
H 46.486 -7.335 -4.393
H 47.848 -6.409 -5.132
H 44.883 -5.953 -5.801
H 46.199 -4.968 -6.335
H 45.350 -5.366 -3.784
C 42.377 -2.899 0.472
C 41.038 -2.310 0.943
O 40.114 -2.450 -0.117
H 42.310 -3.976 0.314
H 43.162 -2.776 1.218
H 42.834 -2.504 -0.436
H 41.130 -1.249 1.178
H 40.666 -2.782 1.852
H 40.435 -1.842 -0.787
C 43.077 -8.692 -6.193
C 43.074 -10.196 -5.895
O 42.849 -10.998 -7.069
H 43.616 -8.439 -7.106
H 43.471 -8.079 -5.383
H 42.053 -8.380 -6.402
H 42.359 -10.463 -5.116
H 44.088 -10.434 -5.574
H 43.681 -11.418 -7.298
*
```

---

(2)
Molecular formula: C18H54O9
Method: DFT, wB97M-V/def2-TZVPD

Summary:
Gap between HOMO and LUMO (spin up / spin down), eV: 9.433 / 2.657

```
! RIJCOSX wB97M-V def2-TZVPD def2/J DEFGRID3
* xyz 1 2
C -9.975 -13.819 -5.854
C -10.411 -12.610 -6.629
O -10.395 -13.126 -7.912
H -9.267 -14.462 -6.378
H -10.781 -14.516 -5.624
H -9.610 -13.573 -4.856
H -9.685 -11.810 -6.489
H -11.376 -12.299 -6.228
H -10.660 -12.421 -8.508
C -14.593 -14.022 -11.592
C -14.682 -15.151 -12.663
O -15.910 -15.104 -13.319
H -13.580 -13.958 -11.193
H -15.204 -14.137 -10.696
H -14.778 -12.994 -11.903
H -14.269 -16.094 -12.305
H -13.813 -15.064 -13.315
H -15.826 -15.413 -14.224
C -14.252 -11.585 -14.432
C -13.157 -11.770 -15.449
O -12.347 -12.897 -14.919
H -13.698 -11.204 -13.574
H -14.805 -12.472 -14.124
H -14.932 -10.770 -14.678
H -12.486 -10.918 -15.562
H -13.589 -12.071 -16.403
H -12.498 -13.718 -15.395
C -9.847 -8.496 -7.356
C -8.904 -8.296 -8.553
O -9.020 -6.954 -8.694
H -9.473 -7.964 -6.481
H -10.043 -9.545 -7.129
H -10.809 -7.998 -7.478
H -9.237 -8.932 -9.373
H -7.913 -8.709 -8.363
H -8.536 -6.589 -7.949
C -8.834 -15.114 -11.908
C -9.803 -14.655 -10.822
O -9.409 -15.241 -9.541
H -7.757 -14.978 -11.801
H -9.101 -14.434 -12.717
H -8.815 -16.143 -12.268
H -10.861 -14.829 -11.021
H -9.698 -13.571 -10.793
H -9.805 -14.634 -8.912
C -8.926 -10.328 -12.101
C -9.636 -11.373 -12.989
O -10.815 -11.886 -12.383
H -8.528 -10.763 -11.184
H -9.762 -9.633 -12.025
H -8.087 -9.776 -12.525
H -9.089 -12.286 -13.224
H -9.897 -10.915 -13.943
H -11.419 -12.263 -13.027
C -11.268 -7.641 -13.397
C -12.648 -7.541 -14.190
O -12.189 -6.983 -15.384
H -10.519 -8.147 -14.006
H -11.356 -8.263 -12.507
H -10.884 -6.643 -13.184
H -13.459 -7.008 -13.694
H -13.001 -8.568 -14.288
H -11.760 -6.160 -15.139
C -13.474 -10.325 -10.136
C -12.097 -9.834 -9.804
O -11.113 -10.869 -9.678
H -14.193 -9.520 -10.290
H -13.828 -10.815 -9.229
H -13.514 -10.981 -11.006
H -12.092 -9.424 -8.794
H -11.779 -9.024 -10.460
H -10.692 -10.979 -10.534
C -14.103 -9.390 -6.602
C -12.911 -9.363 -5.674
O -12.589 -8.025 -5.494
H -14.093 -10.428 -6.937
H -14.119 -8.678 -7.427
H -15.015 -9.156 -6.052
H -12.111 -9.824 -6.253
H -13.200 -9.812 -4.724
H -13.269 -7.496 -5.918
*
```

---

Computed relative energies in units of kJ/mol: (1) 0.0; (2) 120.4

---

(1)
Molecular formula: C18H30O2
Method: DFT, wB97M-V/def2-TZVPD

Summary:
Gap between HOMO and LUMO, eV: 9.739

```
! RIJCOSX wB97M-V def2-TZVPD def2/J DEFGRID3
* xyz 0 1
C -1.150 0.879 -3.054
C -1.906 1.806 -2.102
C -3.271 1.268 -1.811
C -3.837 1.059 -0.632
C -3.235 1.297 0.724
C -3.321 0.031 1.531
C -2.457 -0.975 1.498
C -1.208 -1.040 0.675
C -1.378 -1.917 -0.533
C -0.396 -2.547 -1.164
C 1.054 -2.499 -0.779
C 1.698 -1.179 -1.221
C 3.193 -1.089 -0.909
C 3.566 -1.242 0.569
C 2.788 -0.346 1.533
C 2.986 1.148 1.286
C 2.123 1.980 2.244
C 0.667 1.762 1.925
O 0.149 2.013 0.867
O -0.010 1.227 2.944
H -0.163 1.281 -3.268
H -1.689 0.770 -3.994
H -1.035 -0.106 -2.607
H -1.323 1.944 -1.194
H -2.015 2.787 -2.576
H -3.845 1.033 -2.700
H -4.844 0.660 -0.600
H -3.808 2.082 1.229
H -2.207 1.641 0.622
H -4.206 -0.065 2.148
H -2.655 -1.857 2.095
H -0.935 -0.043 0.325
H -0.391 -1.427 1.292
H -2.390 -1.988 -0.907
H -0.631 -3.124 -2.049
H 1.585 -3.331 -1.247
H 1.151 -2.607 0.303
H 1.569 -1.076 -2.302
H 1.172 -0.346 -0.756
H 3.558 -0.126 -1.275
H 3.720 -1.866 -1.469
H 3.410 -2.280 0.870
H 4.634 -1.033 0.673
H 3.105 -0.580 2.553
H 1.725 -0.577 1.463
H 2.702 1.401 0.265
H 4.037 1.410 1.426
H 2.307 1.700 3.281
H 2.344 3.040 2.107
H -0.936 1.052 2.701
*
```

---

(2)
Molecular formula: C18H30O2
Method: DFT, wB97M-V/def2-TZVPD

Summary:
Gap between HOMO and LUMO, eV: 9.701

```
! RIJCOSX wB97M-V def2-TZVPD def2/J DEFGRID3
* xyz 0 1
C 4.537 1.233 5.920
C 4.514 1.317 4.393
C 3.119 1.542 3.899
C 2.364 0.717 3.190
C 2.719 -0.660 2.706
C 1.863 -1.657 3.433
C 0.718 -2.171 3.009
C 0.039 -1.872 1.702
C -0.921 -0.732 1.888
C -0.940 0.424 1.242
C -0.039 0.881 0.139
C -0.821 1.095 -1.162
C -1.388 -0.213 -1.707
C -2.197 0.004 -2.983
C -2.745 -1.308 -3.538
C -3.686 -1.116 -4.726
C -3.000 -0.473 -5.934
C -2.934 1.028 -5.820
O -3.788 1.738 -5.362
O -1.798 1.519 -6.338
H 5.554 1.093 6.280
H 3.930 0.397 6.260
H 4.138 2.146 6.358
H 5.142 2.155 4.074
H 4.938 0.404 3.976
H 2.701 2.499 4.191
H 1.357 1.016 2.931
H 3.770 -0.883 2.888
H 2.536 -0.710 1.631
H 2.226 -1.927 4.416
H 0.179 -2.847 3.660
H 0.769 -1.642 0.928
H -0.526 -2.754 1.386
H -1.656 -0.905 2.665
H -1.705 1.146 1.505
H 0.763 0.165 -0.042
H 0.420 1.830 0.433
H -1.639 1.795 -0.981
H -0.159 1.543 -1.908
H -2.023 -0.671 -0.946
H -0.567 -0.905 -1.912
H -3.027 0.683 -2.777
H -1.557 0.480 -3.730
H -3.293 -1.824 -2.745
H -1.913 -1.951 -3.835
H -4.525 -0.483 -4.432
H -4.082 -2.090 -5.020
H -1.993 -0.864 -6.080
H -3.580 -0.682 -6.837
H -1.793 2.488 -6.286
*
```

---

Computed relative energies in units of kJ/mol: (1) 0.0; (2) 22.9

---

(1)
Molecular formula: C2H6OS2
Method: DFT, wB97M-V/def2-TZVPD

Summary:
Gap between HOMO and LUMO, eV: 9.061

```
! RIJCOSX wB97M-V def2-TZVPD def2/J DEFGRID3
* xyz 0 1
C 0.800 0.097 -1.267
C 1.271 -0.934 -0.280
O 1.455 -0.736 0.892
H 0.710 1.078 -0.807
H 1.446 0.224 -2.135
H -0.198 -0.200 -1.593
H 1.164 -1.965 -0.675
S -2.552 0.609 2.259
S -1.355 1.680 0.961
H -2.325 -0.597 1.722
H -0.415 0.744 0.923
*
```

---

(2)
Molecular formula: C2H6OS2
Method: DFT, wB97M-V/def2-TZVPD

Summary:
Gap between HOMO and LUMO, eV: 8.536

```
! RIJCOSX wB97M-V def2-TZVPD def2/J DEFGRID3
* xyz 0 1
C 1.700 0.612 -0.933
C 1.144 -0.584 -0.343
S 0.091 -0.768 0.860
H 0.946 1.344 -1.241
H 2.467 1.202 -0.261
H 2.380 0.288 -1.777
H 1.629 -1.495 -0.901
O -3.933 -0.107 -2.850
S -4.615 -0.481 -1.383
H -4.013 -0.816 -3.521
H -3.752 0.276 -0.711
*
```

---

Computed relative energies in units of kJ/mol: (1) 0.0; (2) 140.8

---

(1)
Molecular formula: C5H14NO
Method: DFT, wB97M-V/def2-TZVPD

Summary:
Gap between HOMO and LUMO (spin up / spin down), eV: 6.872 / 5.358

```
! RIJCOSX wB97M-V def2-TZVPD def2/J DEFGRID3
* xyz 2 2
C -1.910 -0.307 0.016
O -2.611 -1.172 -0.847
C -0.510 0.167 -0.462
C 0.497 0.454 0.647
C 1.836 0.706 0.066
C 0.580 -0.583 1.764
N -0.737 0.919 -1.664
H -2.574 0.541 0.250
H -1.706 -0.922 0.921
H -2.121 -1.442 -1.665
H -0.002 -0.847 -0.796
H 0.134 1.356 1.172
H 1.868 1.264 -0.890
H 2.187 -0.330 -0.319
H 2.624 1.162 0.688
H -0.368 -0.647 2.280
H 0.993 -1.542 1.422
H 1.325 -0.348 2.544
H -0.824 1.920 -1.472
H 0.043 0.706 -2.277
H 1.278 -1.054 -1.377
*
```

---

(2)
Molecular formula: C5H14NO
Method: DFT, wB97M-V/def2-TZVPD

Summary:
Gap between HOMO and LUMO (spin up / spin down), eV: 10.607 / 6.985

```
! RIJCOSX wB97M-V def2-TZVPD def2/J DEFGRID3
* xyz 2 2
C 0.167 -1.157 1.096
C -0.737 0.084 1.399
C -1.070 1.067 0.248
C 0.689 2.759 0.572
C 0.067 1.845 -0.255
N -0.006 -1.741 -0.253
H 1.184 -0.698 1.135
H 0.105 -1.853 1.917
H -0.189 0.641 2.161
H -1.671 -0.232 1.894
H -1.613 0.504 -0.518
H -1.738 1.772 0.790
H 0.452 2.973 1.592
H 1.533 3.260 0.058
H 0.118 1.874 -1.363
H 0.892 -1.872 -0.843
H -0.709 -1.236 -0.774
H -0.277 -2.732 -0.164
H 1.497 -2.278 -3.035
H 0.621 -1.043 -3.013
O 0.685 -1.941 -2.643
*
```

---

Computed relative energies in units of kJ/mol: (1) 627.6; (2) 0.0